1.
13
Properties=species:S:1:pos:R:3 method="wB97M-V/def2-TZVPD" multiplicity=2 lumo_energy_ev="0.37 / -5.04" orbital_gap_ev="11.95 / 6.53" relative_energy_ev=0.047 s_squared=0.755
H -2.1302 0.9248 0.0362
H 1.2848 1.1478 1.8989
O -0.7490 1.1427 1.5626
H -1.5331 -1.3825 -0.8401
H 3.4090 -1.2575 -1.9342
O -3.0156 0.8970 -0.3397
H -3.4187 0.0907 0.0053
H 2.5350 -0.2278 -1.3164
C 0.4085 0.7775 1.3066
O 0.8676 -0.0068 0.4606
O -0.8267 -2.0464 -0.7488
O 3.4556 -0.3557 -1.5889
H -0.1154 -1.4358 -0.4929

2.
98
Properties=species:S:1:pos:R:3 method="wB97M-V/def2-TZVPD" multiplicity=1 total_charge=+1 lumo_energy_ev="-4.75 / -4.76" orbital_gap_ev="6.21 / 6.21" relative_energy_ev=1.232
C -3.6234 1.3385 -0.4809
H -1.1608 3.8683 -5.7041
H 1.2018 -6.4146 1.5113
C 1.6431 0.3731 -3.4282
O 0.0803 3.6179 1.6403
C 2.9962 5.4094 2.8220
H -4.2018 0.4211 -0.4748
C 2.1354 -1.5755 2.1740
C -4.2686 2.5519 -0.3267
H 1.9013 -1.6423 4.8402
P -0.6588 -1.8114 1.2623
H -0.8683 -7.4801 0.6711
C 2.3816 2.9167 1.7652
O 1.0038 -1.9629 2.5519
C 1.6910 5.1115 2.4820
C 3.2339 -1.5169 3.1702
O 0.8513 1.0967 1.2116
C 3.9444 -1.4319 5.4652
C -0.1884 0.2475 -6.6189
H 3.2898 1.4540 -2.6761
H -2.9918 -1.4196 0.4875
H -2.0472 -3.2713 3.3570
C 0.4054 -4.4348 1.4312
P -1.4198 -0.2945 -0.8839
C -2.1999 0.4809 4.2574
C 2.3777 0.9034 -2.4625
Ir 0.6950 -0.5389 -0.0873
C 0.3389 -5.8094 1.2672
C -1.3117 2.2990 -7.1631
C -0.9640 0.9975 -7.4904
C 1.0983 -0.0110 -4.5399
H 1.2846 -1.0459 -4.8171
C 2.1242 1.5623 1.1688
H 0.0040 2.6667 1.4261
H -1.5946 4.6210 -0.5652
H -3.3721 -0.1354 5.9463
C -1.5199 2.4837 -0.7000
H 4.4590 2.4677 2.0443
H 0.8930 5.8277 2.6251
O 2.4006 -1.2114 0.9833
H 0.0813 -0.7711 -6.8689
H -2.7059 -3.6487 -4.2309
C 4.5555 -1.3938 2.7494
H -1.7972 -2.9023 -2.0659
C -2.0963 -2.2173 3.5999
H -3.4683 -1.9847 -5.8945
N 1.9879 0.8349 -1.1355
H -3.2755 -2.5336 5.3594
C -2.1677 3.7041 -0.5542
C 3.6888 3.2269 2.1435
C 4.0084 4.4674 2.6598
N 2.5212 1.6309 -0.3319
H 1.3191 -4.0045 1.8057
H -0.4458 2.4551 -0.8385
H -2.8240 -6.0678 0.1076
C -2.6282 -2.5910 -4.0158
H 5.0240 4.6946 2.9510
H -3.3021 0.4295 -5.3909
H 2.8709 0.8566 1.5491
H 3.2274 6.3827 3.2344
C -0.1110 2.1091 -5.0913
C -0.6859 -3.6282 1.1110
H -2.7000 -3.6447 0.3467
C 0.2461 0.8013 -5.4194
C -0.8192 -6.4063 0.7944
C 5.5746 -1.3005 3.6803
H -1.9142 2.8854 -7.8440
H -5.3401 2.5787 -0.1797
C 5.2569 -1.3131 5.0316
H -4.0451 4.6845 -0.2411
C -2.0156 -0.8107 -2.5128
C -3.5390 3.7362 -0.3647
C -0.8864 2.8535 -5.9600
C -1.9129 -5.6162 0.4775
H 4.7779 -1.3862 1.6906
C -1.8431 -4.2398 0.6252
C -1.4629 -1.2783 2.7945
C -1.5140 0.0734 3.1248
N -2.0210 -1.4072 0.2012
H -1.2947 0.5647 -8.4250
Cl 6.5262 -1.1783 6.1985
H 3.1998 2.3214 -0.6622
H 6.6077 -1.2218 3.3722
C -2.8372 -0.4557 5.0619
C 2.9321 -1.5423 4.5281
C -2.1132 -2.1739 -2.7996
H 0.2133 2.5405 -4.1508
C -3.0560 -1.6552 -4.9493
C -2.4467 0.1221 -3.4539
C -2.9659 -0.3011 -4.6684
H -2.2337 1.5319 4.5137
C 1.3708 3.8631 1.9535
H 3.7264 -1.4384 6.5237
H -1.0077 0.8008 2.5059
Br 1.1306 -2.4243 -1.6190
C -2.7848 -1.8006 4.7328
H -2.3898 1.1816 -3.2406
C -2.2393 1.2982 -0.6613

3.
12
Properties=species:S:1:pos:R:3 method="wB97M-V/def2-TZVPD" multiplicity=1 lumo_energy_ev=1.11 orbital_gap_ev=9.49 relative_energy_ev=2.267
C 0.9368 1.2641 0.2607
H 0.2520 1.8196 0.9988
C 0.9590 -0.2337 0.2357
H 0.8179 0.4725 -1.8007
H 1.9694 -0.6448 0.0471
H 1.8340 1.7657 -0.1135
C -1.1991 -0.6484 0.2875
H -0.0410 -1.9819 1.4479
H -2.1790 -1.0999 0.3703
C -0.1122 -1.0603 0.9176
O -1.0019 0.0854 -0.7657
C 0.3092 0.5093 -0.8389

4.
18
Properties=species:S:1:pos:R:3 method="wB97M-V/def2-TZVPD" multiplicity=1 total_charge=-1 lumo_energy_ev=3.58 orbital_gap_ev=5.77 relative_energy_ev=2.122
O 0.2123 3.9766 0.0548
N 0.6155 -2.8602 -0.6850
C -0.2404 -2.2285 0.3484
C -0.2015 1.5767 0.3827
H 0.0131 -3.4244 -1.2622
H 0.0385 1.6999 1.4515
H 0.5014 2.6415 -1.4205
C 0.6841 2.8004 -0.3282
H 0.4264 -1.9957 1.2068
H 1.7309 2.6916 0.0124
H 0.8357 0.2169 -0.7196
H 1.1609 -2.1412 -1.1376
N 0.2212 0.1917 0.0855
H -1.2337 -0.6214 1.2479
H -1.2599 1.8354 0.2835
H -1.0001 -2.9307 0.7006
H -1.6635 -0.6023 -0.4603
C -0.8409 -0.8265 0.2394

5.
72
Properties=species:S:1:pos:R:3 method="wB97M-V/def2-TZVPD" multiplicity=1 total_charge=+2 lumo_energy_ev="-7.06 / -7.09" orbital_gap_ev="6.49 / 6.45" relative_energy_ev=1.022
C 2.4720 -3.1519 -1.0023
C -1.3319 2.4169 1.2698
N -5.1635 -3.8234 1.5041
C -3.6939 4.7263 -1.6929
C -4.8683 3.9958 -1.7481
H -5.8140 4.4934 -1.5782
C -2.4432 2.7488 -2.2438
C 3.1840 0.1137 -2.2665
C 0.9350 2.0604 2.0285
C 2.1717 0.1564 -4.4802
H 0.6317 4.4975 3.1435
C -4.7608 -3.0083 0.8009
H 1.5811 -5.0439 -0.5036
H 0.5114 -3.6768 -0.2751
H -3.6070 0.9690 -2.5669
O 0.9903 0.8863 1.5733
C -2.5148 4.3801 1.8812
H -3.7495 -4.8578 4.1509
C -2.4740 4.1006 -1.9218
H 1.3974 -0.1769 -5.1623
N -1.8646 -1.2153 0.1269
C -4.2517 -2.0108 -0.0808
I -0.6649 1.7897 -2.7543
H 4.8885 1.3825 -2.0120
C -2.0437 -3.6354 4.5831
C -2.8073 -4.4724 3.7857
C 1.9430 -2.9971 -2.4345
C -0.8438 -3.1307 4.1016
C 2.2191 -0.3140 -3.1714
H 2.9767 -3.8835 1.4988
C -0.4260 -3.4783 2.8219
C -4.8350 2.6356 -2.0361
H 1.6300 -4.9619 1.8400
H -2.9850 -5.4767 1.8990
C -3.6241 2.0155 -2.2960
C 3.1327 1.0653 -4.8968
H -3.4147 4.9821 1.8675
N -5.6592 -0.8690 -1.9171
C 4.1269 1.0314 -2.6946
O 0.7697 -1.7331 1.1850
C -1.3903 4.8754 2.5556
O -1.2864 1.2485 0.6129
C 4.1016 1.5018 -4.0046
H -0.8596 -4.5995 1.0204
C -0.2367 4.1342 2.6090
H -0.2344 -2.4819 4.7196
C 1.5394 -4.0132 -0.1446
S 0.9774 -1.4813 -2.7406
H 1.8334 2.4287 2.5315
H -3.7151 5.7853 -1.4741
C 1.9076 -4.0313 1.3458
H 1.2664 -3.8094 -2.7063
Mo -0.2219 -0.2298 0.2667
H 2.6195 -2.1756 -0.5395
H -2.3752 -3.3773 5.5792
C -0.2089 2.8824 1.9648
O 0.5463 -1.1070 -1.2907
H 3.4539 -3.6237 -1.0590
C -1.1864 -4.3268 2.0149
H 3.1987 -0.2618 -1.2524
C -5.0571 -1.4082 -1.0995
C -2.3762 -4.8230 2.5072
H 2.7360 -2.9636 -3.1822
H -5.7460 2.0547 -2.0901
H 3.1149 1.4381 -5.9114
H 4.8439 2.2195 -4.3267
Cl -1.4741 6.4118 3.3206
S 1.0852 -2.7322 2.3224
C -2.5005 3.1565 1.2358
Br -0.9074 5.1408 -1.7561
H -3.3687 2.7855 0.7072
C -2.9817 -1.5834 0.0243

6.
14
Properties=species:S:1:pos:R:3 method="wB97M-V/def2-TZVPD" multiplicity=1 lumo_energy_ev=0.95 orbital_gap_ev=10.29 relative_energy_ev=2.727
H -1.9292 -1.1852 -0.0539
O -1.3918 1.8384 0.2873
C 1.4339 -0.3641 -0.6368
H 2.3645 -0.7565 -0.2152
H -1.2581 -0.3125 -1.4518
H -0.8992 0.2743 1.5159
H 0.3949 -2.0934 0.4225
H 1.3084 0.8505 1.2566
C -0.7475 0.6074 0.4852
C -1.0844 -0.5868 -0.4041
H 1.5119 -0.0286 -1.6651
H -0.7467 2.5108 0.0500
C 0.3025 -1.1168 -0.0501
C 0.7409 0.3625 0.4595

7.
14
Properties=species:S:1:pos:R:3 method="wB97M-V/def2-TZVPD" multiplicity=1 lumo_energy_ev=0.16 orbital_gap_ev=9.90 relative_energy_ev=2.323
H 2.2749 -0.4425 2.3014
C -1.2565 0.6032 -1.4605
N 0.8211 -0.5143 -1.0059
O -0.1010 0.0673 3.0539
H -1.5833 0.4610 1.1047
H 1.7820 -0.6142 0.6250
C -0.5439 0.3030 0.8285
C -1.9428 0.8605 -2.3660
C 0.3087 -0.1096 1.8962
H 1.0555 0.0926 -1.8010
H 0.5656 -1.4274 -1.3885
N 1.5328 -0.7393 1.6204
C -0.2509 0.1159 -0.4412
H -2.6620 1.3437 -2.9671

8.
46
Properties=species:S:1:pos:R:3 method="wB97M-V/def2-TZVPD" multiplicity=3 total_charge=+1 lumo_energy_ev="-2.61 / -5.24" orbital_gap_ev="6.65 / 4.34" s_squared=2.045
P -0.5586 -1.9336 -1.3750
H -5.7097 -1.7914 -1.4759
O -5.3032 -1.9592 -2.3475
H -0.8825 -3.2915 0.5541
H 3.3789 1.6967 -4.4599
C 0.9172 -1.7020 -2.4485
H -0.6081 -0.5352 2.8535
H -5.9957 -2.3401 -2.8731
H -1.6015 -3.7087 -2.5993
H 1.1487 -0.2623 2.7433
C -1.7890 -2.6283 -2.5094
H 0.4110 -1.5597 1.7978
H 1.8014 3.6080 -0.5080
C 1.9911 2.1576 2.1958
H 1.7373 -2.2795 -1.9856
C 0.0017 0.4149 1.0382
H -1.6935 -2.1615 -3.5010
H -2.0655 -0.1158 0.9877
H -1.4390 3.3219 0.9568
P 0.6135 2.0320 1.0294
O -2.3230 1.0166 -2.2785
H -2.2656 0.6407 -3.1828
H 0.7106 -2.1653 -3.4232
H 1.6839 1.8053 3.1862
H -2.8059 -2.4542 -2.1252
C 1.3092 -0.2526 -2.6335
H 2.6498 3.3429 -2.7182
C -0.1357 -3.2775 -0.2529
H 0.8591 -3.1132 0.1814
H 2.3404 3.1931 2.2868
C 1.2506 2.6627 -0.5103
O -2.6278 -0.0510 0.1731
H -0.0953 4.2562 1.6922
H 2.8150 1.5386 1.8204
C -0.5740 3.2689 1.6313
C 2.2934 2.3175 -2.7161
C 0.2538 -0.5287 2.1587
C 2.6935 1.4109 -3.6715
C 2.2547 0.0901 -3.5897
C 1.4181 1.9033 -1.6804
H -3.2445 1.0021 -2.0130
H -0.1607 -4.2264 -0.8070
H -0.9247 2.9738 2.6287
Ti -1.0163 0.3201 -0.6316
H 2.6298 -0.6831 -4.2506
N 0.7508 0.6919 -1.8522